No. 1
The following is a DFT calculation (ωB97M-V with the def2-TZVPD basis set) of a molecular structure, C35H31Cl3N2NaO2P.

Its total charge is -2. The spin multiplicity is 1. For the HOMO energy (alpha / beta), the calculation gives -0.0976 / -0.0899 Eh. As for the energy relative to the best compared isomer or geometry (same formula, charge and spin): 119.5 kJ/mol.

Geometry as XYZ:
```
75
C35H31Cl3N2NaO2P | the Open Molecules 2025 dataset | ωB97M-V with the def2-TZVPD basis set
Na -1.19 0.00 -0.40
C 1.32 2.11 0.27
C 2.23 1.12 0.33
C 2.41 0.68 1.79
C 1.43 1.60 2.52
C 0.82 2.40 1.63
C -0.22 3.45 1.86
C 1.19 1.60 3.99
C 2.33 -1.31 3.46
C 3.04 0.61 -0.82
C 0.84 2.87 -0.92
H -1.13 3.22 1.29
H 0.13 4.43 1.53
H -0.51 3.52 2.91
H 0.58 0.75 4.31
H 0.66 2.51 4.29
H 2.13 1.57 4.56
H 1.66 -2.14 3.70
H 2.19 -0.54 4.21
H 3.36 -1.67 3.54
H 2.67 -0.36 -1.19
H 4.09 0.48 -0.54
H 2.99 1.30 -1.66
H -0.24 2.75 -1.04
H 1.31 2.54 -1.85
H 1.04 3.94 -0.79
O -1.19 -1.24 1.91
C -1.03 -2.06 0.99
O -1.63 -2.08 -0.12
C 0.10 -3.11 1.15
P 1.51 -2.72 0.02
C 2.66 -1.80 1.08
C 2.03 -0.81 2.03
C 3.82 0.98 2.22
C 4.91 0.18 2.10
C 5.02 -1.12 1.52
C 4.02 -1.94 0.97
C 2.33 -4.36 -0.10
C 2.69 -5.12 1.01
C 3.27 -6.37 0.87
C 3.51 -6.88 -0.41
C 3.16 -6.13 -1.52
C 2.57 -4.88 -1.37
H -0.29 -4.07 0.80
H 0.41 -3.20 2.19
H 0.94 -0.85 1.92
H 3.98 1.98 2.62
H 5.85 0.60 2.44
H 6.03 -1.49 1.42
H 4.39 -2.78 0.38
H 2.52 -4.71 2.01
H 3.55 -6.94 1.74
H 3.96 -7.85 -0.52
H 3.34 -6.52 -2.52
H 2.30 -4.30 -2.24
Cl 0.56 -1.64 -5.91
C 0.38 -0.11 -5.14
Cl 2.72 0.95 -5.60
Cl -0.67 1.01 -5.92
C 0.38 -0.11 -3.74
N 0.43 -0.08 -2.59
N -8.11 7.79 -0.13
C -7.32 6.96 -0.20
C -6.33 5.92 -0.28
C -5.22 6.07 -1.12
C -4.28 5.07 -1.19
C -4.39 3.89 -0.44
C -5.52 3.76 0.39
C -6.47 4.75 0.47
C -3.41 2.87 -0.51
C -2.54 2.00 -0.58
H -5.11 6.97 -1.70
H -3.42 5.18 -1.84
H -5.63 2.85 0.98
H -7.33 4.63 1.12
```

Löwdin atomic charge list, values in e, 4 entries: 0.284 -0.182 -0.141 -0.292

No. 2
The following is a DFT calculation (ωB97M-V with the def2-TZVPD basis set) of a molecular structure, C35H31FN4O4P2Sn.

Its total charge is 0. The spin multiplicity is 1. For the HOMO energy, the calculation gives -0.2757 Eh.

Geometry as XYZ:
```
78
C35H31FN4O4P2Sn | the Open Molecules 2025 dataset | ωB97M-V with the def2-TZVPD basis set
Sn 1.34 1.82 -0.99
C 2.60 3.66 2.37
C 1.34 4.06 1.69
N 0.76 3.42 0.69
C -0.38 4.11 0.35
C -0.50 5.19 1.18
N 0.60 5.13 2.01
C -1.47 6.30 1.35
O -2.56 6.25 0.63
O -1.22 7.17 2.15
C -1.25 3.60 -0.74
O -2.37 4.13 -0.90
O -0.78 2.63 -1.41
H 2.93 2.70 1.97
H 2.46 3.57 3.45
H 3.39 4.40 2.18
H 0.77 5.82 2.72
H -2.57 5.43 0.02
N 0.10 -1.78 -0.19
P 0.90 -1.41 -1.73
C 0.88 -3.11 -2.45
C 1.35 -3.23 -3.76
C 1.33 -4.45 -4.41
C 0.85 -5.58 -3.76
C 0.41 -5.48 -2.45
C 0.42 -4.25 -1.79
C -0.47 -0.73 -2.74
C -0.14 0.25 -3.67
C -1.10 0.78 -4.51
C -2.42 0.36 -4.40
C -2.76 -0.63 -3.48
C -1.78 -1.20 -2.68
P -0.50 -0.41 0.72
C -2.32 -0.57 0.45
C -3.07 0.57 0.24
C -4.44 0.47 0.00
C -5.05 -0.77 -0.02
C -4.30 -1.92 0.22
C -2.94 -1.82 0.46
C -0.48 -1.10 2.42
C -0.98 -0.25 3.41
C -1.13 -0.70 4.71
C -0.78 -2.00 5.05
C -0.25 -2.84 4.08
C -0.10 -2.40 2.77
H 0.82 -2.25 0.36
H 1.72 -2.34 -4.27
H 1.68 -4.52 -5.43
H 0.82 -6.53 -4.27
H 0.05 -6.36 -1.93
H 0.05 -4.17 -0.78
H 0.89 0.59 -3.75
H -0.83 1.54 -5.24
H -3.18 0.79 -5.04
H -3.79 -0.95 -3.38
H -2.04 -2.01 -2.01
H -2.60 1.55 0.23
H -5.02 1.37 -0.18
H -6.11 -0.86 -0.23
H -4.78 -2.89 0.21
H -2.35 -2.71 0.64
H -1.26 0.76 3.15
H -1.54 -0.04 5.47
H -0.92 -2.36 6.06
H 0.02 -3.86 4.34
H 0.30 -3.08 2.03
C 5.65 -0.38 1.86
C 5.71 0.38 0.71
C 4.53 0.81 0.12
N 3.33 0.51 0.63
C 3.27 -0.24 1.73
C 4.40 -0.71 2.38
H 6.55 -0.72 2.35
H 6.66 0.65 0.27
H 4.53 1.42 -0.78
H 2.28 -0.46 2.12
H 4.31 -1.31 3.27
F 2.51 3.18 -1.87
```

Löwdin atomic charge list, values in e, 4 entries: 1.236 0.022 -0.323 0.046

No. 3
The following is a DFT calculation (ωB97M-V with the def2-TZVPD basis set) of a molecular structure, C35H31N4O3ReTe.

Its total charge is +2. The spin multiplicity is 3. For the HOMO energy (alpha / beta), the calculation gives -0.5192 / -0.5084 Eh.

Geometry as XYZ:
```
75
C35H31N4O3ReTe | the Open Molecules 2025 dataset | ωB97M-V with the def2-TZVPD basis set
Re 0.42 -0.02 1.83
O 3.40 0.84 4.56
C 2.55 0.85 3.72
N 1.72 -0.20 3.35
C 1.72 -1.33 4.17
O 2.31 -1.48 5.19
C 0.76 -2.35 3.60
C 0.53 -3.54 4.27
C -0.41 -4.42 3.77
C -1.06 -4.08 2.58
C -0.76 -2.88 1.97
N 0.12 -2.00 2.47
C 2.21 2.06 2.89
C 2.84 3.27 3.13
C 2.44 4.38 2.40
C 1.45 4.22 1.44
C 0.89 2.97 1.24
N 1.25 1.89 1.96
H 1.09 -3.75 5.18
H -0.64 -5.34 4.28
H -1.78 -4.74 2.13
H -1.25 -2.60 1.04
H 3.62 3.31 3.87
H 2.88 5.35 2.58
H 1.12 5.04 0.83
H 0.13 2.82 0.48
C 3.34 -3.41 -4.27
C 2.30 -2.60 -3.56
C 0.96 -2.65 -3.94
C 0.01 -1.86 -3.32
C -1.43 -1.91 -3.74
C 0.40 -0.98 -2.29
Te -1.19 0.29 -1.68
N -0.93 0.24 0.44
C -2.15 0.74 0.77
O -2.75 1.42 -0.05
C -2.76 0.26 2.03
C -2.16 0.35 3.29
C -2.78 -0.24 4.38
C -3.97 -0.93 4.22
C -4.57 -1.01 2.97
C -3.97 -0.40 1.88
C -0.49 2.01 -2.73
C 0.85 2.17 -3.06
C 1.20 3.08 -4.04
C 0.22 3.80 -4.71
C -1.11 3.64 -4.36
C -1.50 2.75 -3.36
C -2.94 2.56 -3.02
C 1.73 -0.95 -1.88
C 2.18 -0.07 -0.75
C 2.66 -1.77 -2.51
H 2.90 -4.05 -5.02
H 3.89 -4.02 -3.56
H 4.05 -2.76 -4.75
H 0.66 -3.30 -4.74
H -1.59 -2.68 -4.49
H -1.74 -0.96 -4.18
H -2.08 -2.13 -2.89
H -1.28 0.98 3.45
H -2.34 -0.15 5.36
H -4.44 -1.40 5.07
H -5.50 -1.54 2.84
H -4.43 -0.45 0.90
H 1.62 1.58 -2.58
H 2.24 3.20 -4.30
H 0.50 4.47 -5.50
H -1.87 4.19 -4.90
H -3.53 3.40 -3.36
H -3.07 2.47 -1.94
H -3.33 1.66 -3.50
H 1.48 0.75 -0.60
H 3.18 0.34 -0.94
H 2.27 -0.68 0.16
H 3.69 -1.74 -2.18
```

Löwdin atomic charge list, values in e, 4 entries: 1.489 0.185 -0.409 -0.066

No. 4
The following is a DFT calculation (ωB97M-V with the def2-TZVPD basis set) of a molecular structure, C35H32AsBrN7O6SV.

Its total charge is -1. The spin multiplicity is 2. For the HOMO energy (alpha / beta), the calculation gives -0.0954 / -0.1024 Eh. As for the energy relative to the best compared isomer or geometry (same formula, charge and spin): 0.0 kJ/mol.

Geometry as XYZ:
```
84
C35H32AsBrN7O6SV | the Open Molecules 2025 dataset | ωB97M-V with the def2-TZVPD basis set
V -1.37 -0.69 -0.98
O 0.97 -0.73 -6.63
C 0.48 -0.65 -5.35
C 0.99 0.20 -4.41
C 0.42 0.19 -3.12
N -0.62 -0.65 -2.81
C -1.13 -1.45 -3.76
C -0.63 -1.51 -5.03
C -2.31 -2.25 -3.24
O -2.93 -3.02 -3.94
O -2.53 -2.00 -1.98
C 0.80 1.01 -1.98
O 1.63 1.94 -2.04
O 0.11 0.69 -0.89
H 1.71 -0.12 -6.71
H 1.80 0.88 -4.61
H -1.07 -2.17 -5.76
O -2.09 -0.48 0.84
C -2.35 -0.07 2.05
C -3.06 1.13 2.26
C -3.30 1.61 3.53
C -2.86 0.92 4.65
C -2.18 -0.27 4.46
C -1.94 -0.78 3.19
C -1.19 -2.05 3.07
N -1.62 -3.21 2.64
C -0.58 -4.08 2.82
C 0.49 -3.44 3.38
N 0.08 -2.14 3.54
H -3.40 1.67 1.39
H -3.85 2.55 3.65
H -3.04 1.30 5.65
H -1.83 -0.84 5.32
H -0.66 -5.12 2.55
H 1.46 -3.79 3.67
H 0.65 -1.35 3.80
Br -6.13 3.93 -2.60
C -4.80 2.67 -2.16
C -3.48 2.90 -2.52
C -2.54 1.95 -2.17
N -2.85 0.83 -1.51
C -4.12 0.62 -1.17
C -5.14 1.51 -1.48
H -3.19 3.79 -3.06
H -1.50 2.08 -2.44
H -4.32 -0.29 -0.63
H -6.16 1.31 -1.19
C -0.55 2.98 0.81
As 1.03 2.73 1.90
C 0.77 3.96 3.38
C 2.45 3.47 0.84
S 1.49 0.85 2.66
H -1.11 3.83 1.20
H -1.15 2.08 0.85
H -0.22 3.15 -0.21
H 0.61 4.97 3.02
H 1.65 3.91 4.02
H -0.10 3.61 3.93
H 2.26 4.53 0.66
H 2.45 2.93 -0.11
H 3.39 3.33 1.36
C 0.74 -4.53 -0.60
C -0.18 -3.53 -0.86
N 0.00 -2.27 -0.45
C 1.11 -1.97 0.23
C 2.08 -2.91 0.54
C 1.88 -4.22 0.11
C 3.24 -2.57 1.38
C 4.09 -1.55 1.28
C 4.24 -0.57 0.20
C 5.06 0.54 0.39
C 5.29 1.35 -0.70
N 4.73 1.13 -1.89
C 3.91 0.08 -1.95
N 3.65 -0.79 -0.98
H 0.55 -5.53 -0.95
H -1.10 -3.73 -1.39
H 1.22 -0.94 0.55
H 2.61 -4.98 0.35
H 3.39 -3.24 2.22
H 4.83 -1.45 2.07
H 5.51 0.73 1.35
H 5.95 2.21 -0.63
H 3.41 -0.09 -2.90
```

Löwdin atomic charge list, values in e, 4 entries: 0.868 0.033 -0.293 0.041

No. 5
The following is a DFT calculation (ωB97M-V with the def2-TZVPD basis set) of a molecular structure, C35H32Br2N8O3S4Y.

Its total charge is +1. The spin multiplicity is 1. For the HOMO energy, the calculation gives -0.3613 Eh. As for the energy relative to the best compared isomer or geometry (same formula, charge and spin): 131.6 kJ/mol.

Geometry as XYZ:
```
85
C35H32Br2N8O3S4Y | the Open Molecules 2025 dataset | ωB97M-V with the def2-TZVPD basis set
Y -2.00 17.44 9.19
O -7.51 14.71 13.24
C -7.59 15.82 12.46
C -6.30 16.07 11.68
C -6.38 16.73 10.52
C -5.21 17.01 9.89
N -4.03 16.74 10.36
C -3.93 16.10 11.54
C -5.07 15.68 12.17
C -2.62 15.85 12.07
C -2.41 15.20 13.30
C -1.13 15.26 13.89
C -0.87 14.60 15.25
O -1.81 13.54 15.38
C -0.11 15.92 13.18
C -0.42 16.55 11.99
N -1.61 16.43 11.37
H -8.32 14.65 13.84
H -7.83 16.77 12.99
H -8.40 15.70 11.73
H -7.37 17.06 10.17
H -5.23 17.63 9.00
H -5.03 15.12 13.13
H -3.21 14.82 13.89
H -1.01 15.34 16.06
H 0.11 14.20 15.30
H -1.98 13.34 16.27
H 0.85 16.01 13.66
H 0.28 17.21 11.49
Br -6.56 14.47 4.53
C -5.33 15.18 5.71
C -4.78 14.44 6.71
C -3.86 15.05 7.57
N -3.43 16.30 7.40
C -3.96 17.00 6.35
C -4.91 16.49 5.54
C -3.44 18.40 6.19
C -3.64 19.14 5.05
C -3.26 20.45 5.03
Br -3.56 21.46 3.45
C -2.63 20.97 6.11
C -2.45 20.18 7.24
N -2.89 18.91 7.29
H -5.03 13.42 6.76
H -3.45 14.51 8.42
H -5.34 17.17 4.82
H -4.07 18.69 4.17
H -2.28 21.96 6.14
H -1.96 20.59 8.09
S 0.24 18.75 8.82
C -0.61 20.03 9.73
S -2.01 19.67 10.63
C -0.16 21.33 9.79
C -0.81 22.43 10.44
N -1.47 23.26 10.92
C 1.05 21.60 9.08
N 1.99 21.76 8.44
N -6.98 20.80 11.75
C -5.68 20.53 11.88
S -5.21 19.27 12.95
N -4.84 21.32 11.24
C -5.26 22.37 10.36
C -5.35 22.11 8.99
C -5.84 23.12 8.15
C -6.12 24.36 8.68
C -6.03 24.64 10.02
C -5.58 23.63 10.86
H -7.65 20.34 12.32
H -7.22 21.69 11.39
H -3.85 21.09 11.21
H -5.09 21.13 8.58
H -5.83 22.84 7.13
H -6.39 25.16 7.95
H -6.40 25.61 10.39
H -5.55 23.80 12.02
C 1.73 15.54 9.19
S 0.37 14.64 8.47
C 0.01 13.40 9.74
O -0.78 15.61 8.62
H 1.52 15.69 10.22
H 1.81 16.44 8.66
H 2.67 14.92 9.18
H 0.87 12.90 9.99
H -0.73 12.70 9.33
H -0.39 13.97 10.62
```

Löwdin atomic charge list, values in e, 4 entries: 1.103 -0.042 -0.253 -0.185

No. 6
The following is a DFT calculation (ωB97M-V with the def2-TZVPD basis set) of a molecular structure, C35H32Cl2F10N4O2SiTa.

Its total charge is +1. The spin multiplicity is 1. For the HOMO energy, the calculation gives -0.3916 Eh.

Geometry as XYZ:
```
87
C35H32Cl2F10N4O2SiTa | the Open Molecules 2025 dataset | ωB97M-V with the def2-TZVPD basis set
Ta 0.14 -0.05 0.34
C -1.24 -0.83 -2.59
N 0.01 -0.32 -1.98
C 1.05 -1.30 -2.38
C 2.36 -0.96 -1.72
N 2.09 -0.51 -0.35
C 3.27 -0.42 0.41
C 3.16 0.02 1.72
F 1.88 0.33 2.10
C 4.18 0.21 2.61
F 3.94 0.68 3.83
C 5.47 -0.08 2.20
F 6.50 0.08 3.02
C 5.66 -0.52 0.90
F 6.88 -0.79 0.48
C 4.59 -0.68 0.02
F 4.94 -1.07 -1.21
C 0.31 1.01 -2.61
C -0.31 2.08 -1.75
N 0.18 1.85 -0.39
C 0.60 2.92 0.40
C 1.18 4.13 0.02
F 1.44 4.39 -1.26
C 1.54 5.07 0.97
F 2.09 6.21 0.59
C 1.35 4.84 2.33
F 1.71 5.74 3.22
C 0.79 3.63 2.74
F 0.61 3.36 4.03
C 0.44 2.74 1.76
F -0.09 1.51 2.09
H -1.05 -1.01 -3.65
H -1.52 -1.77 -2.12
H -2.04 -0.11 -2.50
H 0.71 -2.28 -2.04
H 1.13 -1.33 -3.47
H 2.99 -1.84 -1.76
H 2.89 -0.18 -2.28
H 1.39 1.15 -2.64
H -0.07 1.01 -3.63
H -0.11 3.09 -2.10
H -1.40 1.97 -1.75
C -2.65 0.83 3.13
Si -3.17 -0.14 1.63
C -4.76 0.60 0.97
C -3.46 -1.93 2.06
C -1.98 -0.06 0.12
H -3.45 0.78 3.87
H -2.49 1.89 2.90
H -1.75 0.44 3.61
H -5.54 0.58 1.73
H -5.13 0.05 0.10
H -4.63 1.64 0.67
H -4.35 -2.02 2.67
H -2.64 -2.37 2.62
H -3.62 -2.53 1.16
H -2.27 0.85 -0.41
H -2.38 -0.90 -0.45
Cl 2.80 -2.75 4.82
C 1.37 -1.84 5.27
C 1.54 -0.54 5.68
C 0.43 0.23 6.00
C -0.83 -0.35 5.92
C -0.98 -1.67 5.55
Cl -2.58 -2.33 5.60
C 0.11 -2.48 5.20
N 0.04 -3.83 4.89
C -0.91 -4.44 4.00
C -1.95 -5.20 4.53
C -2.83 -5.85 3.70
C -2.68 -5.78 2.32
C -1.64 -5.04 1.79
C -0.74 -4.37 2.62
C 0.43 -3.64 1.99
C 0.05 -2.35 1.35
O -0.06 -2.19 0.10
O -0.07 -1.26 2.04
H 2.54 -0.14 5.75
H 0.54 1.25 6.32
H -1.71 0.21 6.19
H 0.93 -4.28 4.90
H -2.05 -5.25 5.61
H -3.64 -6.43 4.13
H -3.36 -6.30 1.66
H -1.49 -5.01 0.72
H 0.87 -4.27 1.21
H 1.19 -3.41 2.73
```

Löwdin atomic charge list, values in e, 4 entries: 1.959 -0.065 -0.281 -0.177

Q: total charge of number 6 (C35H32Cl2F10N4O2SiTa)?
A: +1

Q: What is the total charge in the fifth record?
A: +1

What did the fifth record say?
The following is a DFT calculation (ωB97M-V with the def2-TZVPD basis set) of a molecular structure, C35H32Br2N8O3S4Y.

Its total charge is +1. The spin multiplicity is 1. For the HOMO energy, the calculation gives -0.3613 Eh. As for the energy relative to the best compared isomer or geometry (same formula, charge and spin): 131.6 kJ/mol.

Geometry as XYZ:
```
85
C35H32Br2N8O3S4Y | the Open Molecules 2025 dataset | ωB97M-V with the def2-TZVPD basis set
Y -2.00 17.44 9.19
O -7.51 14.71 13.24
C -7.59 15.82 12.46
C -6.30 16.07 11.68
C -6.38 16.73 10.52
C -5.21 17.01 9.89
N -4.03 16.74 10.36
C -3.93 16.10 11.54
C -5.07 15.68 12.17
C -2.62 15.85 12.07
C -2.41 15.20 13.30
C -1.13 15.26 13.89
C -0.87 14.60 15.25
O -1.81 13.54 15.38
C -0.11 15.92 13.18
C -0.42 16.55 11.99
N -1.61 16.43 11.37
H -8.32 14.65 13.84
H -7.83 16.77 12.99
H -8.40 15.70 11.73
H -7.37 17.06 10.17
H -5.23 17.63 9.00
H -5.03 15.12 13.13
H -3.21 14.82 13.89
H -1.01 15.34 16.06
H 0.11 14.20 15.30
H -1.98 13.34 16.27
H 0.85 16.01 13.66
H 0.28 17.21 11.49
Br -6.56 14.47 4.53
C -5.33 15.18 5.71
C -4.78 14.44 6.71
C -3.86 15.05 7.57
N -3.43 16.30 7.40
C -3.96 17.00 6.35
C -4.91 16.49 5.54
C -3.44 18.40 6.19
C -3.64 19.14 5.05
C -3.26 20.45 5.03
Br -3.56 21.46 3.45
C -2.63 20.97 6.11
C -2.45 20.18 7.24
N -2.89 18.91 7.29
H -5.03 13.42 6.76
H -3.45 14.51 8.42
H -5.34 17.17 4.82
H -4.07 18.69 4.17
H -2.28 21.96 6.14
H -1.96 20.59 8.09
S 0.24 18.75 8.82
C -0.61 20.03 9.73
S -2.01 19.67 10.63
C -0.16 21.33 9.79
C -0.81 22.43 10.44
N -1.47 23.26 10.92
C 1.05 21.60 9.08
N 1.99 21.76 8.44
N -6.98 20.80 11.75
C -5.68 20.53 11.88
S -5.21 19.27 12.95
N -4.84 21.32 11.24
C -5.26 22.37 10.36
C -5.35 22.11 8.99
C -5.84 23.12 8.15
C -6.12 24.36 8.68
C -6.03 24.64 10.02
C -5.58 23.63 10.86
H -7.65 20.34 12.32
H -7.22 21.69 11.39
H -3.85 21.09 11.21
H -5.09 21.13 8.58
H -5.83 22.84 7.13
H -6.39 25.16 7.95
H -6.40 25.61 10.39
H -5.55 23.80 12.02
C 1.73 15.54 9.19
S 0.37 14.64 8.47
C 0.01 13.40 9.74
O -0.78 15.61 8.62
H 1.52 15.69 10.22
H 1.81 16.44 8.66
H 2.67 14.92 9.18
H 0.87 12.90 9.99
H -0.73 12.70 9.33
H -0.39 13.97 10.62
```

Löwdin atomic charge list, values in e, 4 entries: 1.103 -0.042 -0.253 -0.185